ORCA calculation (ωB97M-V/def2-TZVPD) on a single BH4NS molecule.

As for the spin multiplicity: 3. The calculation puts the gap between HOMO and LUMO (spin up / spin down) at 4.2 / 6.8 eV. As for the expectation value of S²: 2.01.

```
7
Properties=species:S:1:pos:R:3:lowdin_spin:R:1
B 0.258 -0.166 -0.056 0.572
N -0.675 0.837 0.023 0.506
S 1.975 0.188 0.004 0.811
H -0.135 -1.410 -0.018 0.057
H -1.774 0.814 0.003 0.005
H -0.304 1.754 0.025 0.009
H 2.051 -0.982 0.341 0.040
```


ORCA calculation (ωB97M-V/def2-TZVPD) on a molecular structure, C8H12N2O.

The calculation puts the gap between HOMO and LUMO at 8.7 eV.

```
23
Properties=species:S:1:pos:R:3:lowdin_charge:R:1
C -0.963 -2.362 -0.068 -0.072
C -1.157 -0.942 -0.178 -0.441
C -2.124 -0.172 0.424 -0.055
C -1.670 1.122 0.399 -0.053
C -0.377 1.200 -0.293 -0.286
C 0.194 2.529 -0.462 -0.058
C 1.151 -0.592 -0.980 -0.116
C 2.024 -0.362 0.239 -0.352
H 0.411 -2.724 0.054 0.176
H -1.294 -2.911 -1.075 0.100
H -1.540 -3.102 0.800 0.144
H -2.908 -0.939 0.713 0.135
H -2.018 2.167 0.437 0.105
H -0.432 3.371 0.017 0.119
H 1.089 2.700 0.096 0.061
H 0.585 2.663 -1.478 0.089
H 1.630 -0.130 -1.996 0.195
H 1.289 -1.690 -0.986 0.093
H 1.581 0.259 2.463 0.188
H 0.181 0.417 1.090 0.062
N -0.200 -0.201 -0.715 -0.050
N 1.182 0.117 1.382 0.098
O 3.367 -0.419 0.115 -0.084
```


ORCA calculation (ωB97M-V/def2-TZVPD) on a single C4H6N2O2 molecule.

The calculation puts the gap between HOMO and LUMO at 8.1 eV. The SMILES is Nc1c[nH]c(O)c1O.

```
14
Properties=species:S:1:pos:R:3:lowdin_charge:R:1
C 1.121 -0.332 -0.036 -0.281
C 0.489 -1.565 -0.019 -0.070
C -1.115 0.006 0.043 -0.324
C 0.082 0.638 -0.057 -0.261
H 3.086 -0.311 0.766 0.097
H 2.727 0.948 -0.247 0.102
H 0.953 -2.506 -0.188 0.095
H -1.430 -1.924 0.600 0.136
H -2.903 -0.267 -0.380 0.103
H -0.118 2.524 -0.646 0.159
N 2.504 -0.068 -0.061 0.064
N -0.916 -1.372 -0.054 0.060
O -2.391 0.415 0.040 0.099
O 0.279 1.977 0.125 0.021
```


ORCA calculation (ωB97M-V/def2-TZVPD) on a gas-phase ion, C3H5O2S (charge -1).

As for the spin multiplicity: 3. The calculation puts the gap between HOMO and LUMO (spin up / spin down) at 4.7 / 6.5 eV. As for the charge: -1. As for the expectation value of S²: 2.03.

```
11
Properties=species:S:1:pos:R:3:lowdin_spin:R:1
C 1.937 0.152 0.174 0.192
C -1.951 0.474 0.647 0.182
C 0.727 0.499 -0.384 0.039
O -0.417 -1.025 -1.725 1.222
O -0.159 -1.466 1.031 0.081
S -0.600 -0.482 0.097 0.230
H 2.780 0.605 -0.351 0.015
H 1.968 -0.716 0.715 0.016
H -2.645 0.016 1.350 0.014
H -2.354 0.638 -0.404 0.010
H 0.713 1.304 -1.150 -0.001
```